The following is a DFT calculation (wB97M-V/def2-TZVPD) of a structure of composition C33H35N7O7S2Ta.

Structure (XYZ):
```
85
Properties=species:S:1:pos:R:3:mulliken_charge:R:1
Ta 0.09 0.35 -1.04 0.52
C -3.08 1.62 5.74 -1.61
C -2.14 1.73 4.59 0.87
C -0.85 2.21 4.78 -0.91
C 0.04 2.29 3.72 -0.66
C -0.39 1.89 2.46 0.61
C -1.68 1.42 2.24 0.07
C -2.54 1.34 3.31 -1.16
S 0.68 2.05 1.07 1.05
O 1.58 3.16 1.15 -0.78
O 1.38 0.81 0.61 -0.37
N -0.26 2.13 -0.27 1.27
C -1.14 3.15 -0.60 0.75
C -1.34 4.34 0.08 -0.66
C -2.26 5.27 -0.41 -1.14
C -2.98 5.03 -1.56 -0.85
C -2.79 3.84 -2.29 0.27
C -3.44 3.52 -3.50 -0.61
C -3.13 2.34 -4.14 -1.21
C -2.21 1.46 -3.56 -0.26
N -1.60 1.71 -2.41 0.36
C -1.86 2.89 -1.79 0.26
H -2.94 2.44 6.44 0.43
H -2.89 0.69 6.28 0.33
H -4.12 1.60 5.41 0.40
H -0.53 2.52 5.76 0.48
H 1.04 2.68 3.85 0.57
H -2.00 1.14 1.25 0.18
H -3.55 0.98 3.16 0.45
H -0.76 4.55 0.96 0.60
H -2.40 6.19 0.13 0.46
H -3.69 5.76 -1.93 0.50
H -4.15 4.21 -3.92 0.51
H -3.60 2.07 -5.07 0.48
H -1.95 0.53 -4.05 0.66
C -3.59 -1.52 -1.46 -0.42
O -2.77 -2.38 -2.27 -0.47
C -1.54 -2.05 -2.54 0.12
O -1.02 -0.94 -2.21 0.37
N -0.86 -2.95 -3.24 0.00
N 0.50 -2.74 -3.51 -0.49
H -4.48 -2.11 -1.25 0.34
H -3.87 -0.62 -2.01 0.29
H -3.07 -1.26 -0.54 0.09
H -1.33 -3.81 -3.53 0.26
H 0.65 -2.58 -4.50 0.29
H 1.02 -3.57 -3.24 0.27
N 2.53 2.13 -1.35 -0.30
N 2.80 2.50 -2.68 -0.40
C 2.36 1.75 -3.68 0.68
N 2.71 2.02 -4.92 -0.37
S 1.33 0.39 -3.40 -0.40
H 2.37 2.95 -0.75 0.36
H 3.31 1.62 -0.94 0.32
H 3.45 3.27 -2.86 0.26
H 3.37 2.76 -5.15 0.22
H 2.38 1.45 -5.68 0.22
O 1.43 -1.67 -0.75 0.11
C 1.39 -2.04 0.66 2.83
C 0.26 -1.20 1.26 -0.50
O 0.12 -0.98 2.43 -0.62
O -0.59 -0.78 0.34 -0.24
C 0.88 -3.46 0.85 -0.50
C 1.46 -4.31 1.79 -0.66
C 0.96 -5.59 1.96 -0.85
C -0.12 -6.03 1.21 -0.75
C -0.70 -5.18 0.28 -0.84
C -0.21 -3.90 0.12 -0.12
C 2.78 -1.88 1.26 0.08
C 3.06 -1.21 2.44 -0.09
C 4.34 -1.23 2.96 -1.02
C 5.36 -1.92 2.32 -0.66
C 5.08 -2.59 1.13 -1.07
C 3.80 -2.57 0.60 -0.26
H 2.29 -2.00 -1.08 0.30
H 2.29 -3.98 2.39 0.52
H 1.40 -6.24 2.69 0.48
H -0.51 -7.02 1.34 0.44
H -1.54 -5.52 -0.31 0.50
H -0.68 -3.21 -0.57 0.31
H 2.27 -0.71 2.97 0.65
H 4.55 -0.73 3.89 0.51
H 6.35 -1.96 2.74 0.46
H 5.86 -3.14 0.63 0.46
H 3.60 -3.15 -0.29 0.43
```

## Properties
relative energy (zero: lowest compared OMol25 entry of this formula, charge and spin): 60.6 kcal per mole
HOMO energy: -15.789 eV
net charge: +3

The following is a DFT calculation (wB97M-V/def2-TZVPD) of a structure of composition C33H36BF9N3OP2TeTi.

Structure (XYZ):
```
87
Properties=species:S:1:pos:R:3:lowdin_spin:R:1
Ti 1.07 0.76 -0.76 0.94
C 2.21 -2.61 -0.74 0.00
P 1.15 -1.64 -1.91 0.00
C -0.11 -2.82 -2.47 0.00
C 0.11 -4.19 -2.41 0.00
C -0.88 -5.07 -2.83 0.00
C -2.09 -4.59 -3.31 0.00
C -2.30 -3.22 -3.37 0.00
C -1.32 -2.33 -2.95 0.00
C 2.30 -1.41 -3.30 0.00
C 2.03 -1.86 -4.58 0.00
C 2.94 -1.63 -5.60 0.00
C 4.12 -0.95 -5.35 0.00
C 4.39 -0.49 -4.06 0.00
C 3.49 -0.72 -3.04 0.00
C 2.72 -1.73 0.37 0.00
C 3.52 -2.04 1.45 0.00
C 3.47 -0.93 2.33 0.00
C 2.65 0.01 1.72 0.00
C 2.07 1.27 2.32 0.00
P 0.29 0.86 2.35 0.00
C -1.02 1.78 3.21 0.00
C -2.07 0.98 3.69 0.00
C -3.22 1.56 4.20 0.00
C -3.34 2.94 4.26 0.00
C -2.30 3.74 3.81 0.00
C -1.15 3.16 3.28 0.00
C 0.34 -0.70 3.27 0.00
C 0.59 -0.70 4.64 0.00
C 0.69 -1.91 5.31 0.00
C 0.54 -3.11 4.63 0.00
C 0.28 -3.10 3.26 0.00
C 0.18 -1.89 2.58 0.00
N 2.21 -0.47 0.52 0.00
H 1.59 -3.39 -0.29 0.00
H 3.01 -3.10 -1.30 0.00
H 1.06 -4.59 -2.06 0.00
H -0.70 -6.14 -2.79 0.00
H -2.86 -5.28 -3.63 0.00
H -3.24 -2.84 -3.75 0.00
H -1.49 -1.27 -3.01 0.00
H 1.11 -2.38 -4.79 0.00
H 2.73 -1.98 -6.60 0.00
H 4.83 -0.76 -6.15 0.00
H 5.31 0.05 -3.86 0.00
H 3.71 -0.36 -2.04 0.00
H 4.05 -2.97 1.61 0.00
H 3.95 -0.83 3.29 0.00
H 2.43 1.40 3.34 0.00
H 2.30 2.18 1.77 0.00
H -2.00 -0.10 3.65 0.00
H -4.02 0.93 4.56 0.00
H -4.24 3.40 4.65 0.00
H -2.36 4.82 3.87 0.00
H -0.32 3.81 3.00 0.00
H 0.71 0.23 5.18 0.00
H 0.89 -1.92 6.38 0.00
H 0.62 -4.05 5.16 0.00
H 0.17 -4.03 2.73 0.00
H 0.01 -1.87 1.51 0.00
N -2.69 -0.17 -0.63 0.00
C -3.31 0.91 0.13 0.00
C -3.68 2.10 -0.77 0.00
C -3.38 3.49 -0.20 0.00
N -2.02 4.03 -0.42 0.00
H -3.35 -0.57 -1.29 0.00
H -2.42 -0.93 0.00 0.00
H -2.62 1.24 0.90 0.00
H -4.22 0.57 0.64 0.00
H -4.76 2.10 -0.93 0.00
H -3.22 1.97 -1.75 0.00
H -3.57 3.49 0.88 0.00
H -4.10 4.18 -0.65 0.00
H -2.05 5.01 -0.18 0.00
H -1.79 4.00 -1.41 0.00
F -0.67 2.58 -3.83 0.00
B -0.08 1.47 -3.33 0.00
F -0.39 0.32 -4.03 0.00
F 1.30 1.54 -3.07 0.01
F -0.62 1.29 -1.93 0.02
F 2.42 1.98 -0.74 0.00
Te 0.59 3.99 0.26 0.00
F 2.31 4.58 -0.13 0.00
F 0.42 4.02 -1.64 0.00
F 0.00 5.76 0.18 0.00
F 1.19 4.55 2.05 0.00
O -0.14 0.57 0.91 0.01
```

## Properties
relative energy (zero: lowest compared OMol25 entry of this formula, charge and spin): 29.2 kcal per mole
spin multiplicity: 2
HOMO energy (spin up / spin down): -7.663 / -7.659 eV
net charge: 0

The following is a DFT calculation (wB97M-V/def2-TZVPD) of a structure of composition C33H36BrClLaN8O6PS3.

Structure (XYZ):
```
90
Properties=species:S:1:pos:R:3:mulliken_charge:R:1
La -0.14 0.26 -0.35 1.85
C 0.41 5.87 -1.60 -0.76
S -1.11 4.97 -1.19 -0.03
C -0.53 3.71 -0.10 0.41
S 1.11 3.26 0.02 -0.42
N -1.49 3.22 0.65 -1.62
N -1.19 2.06 1.28 1.23
C -1.69 1.88 2.43 -1.19
C -1.38 0.65 3.16 1.02
C -1.90 0.47 4.44 -0.92
C -1.56 -0.67 5.15 -0.56
C -0.73 -1.59 4.55 -1.25
C -0.27 -1.34 3.26 -0.40
N -0.57 -0.24 2.57 0.64
H 0.09 6.87 -1.91 0.38
H 0.95 5.38 -2.40 0.14
H 1.03 5.93 -0.71 0.30
H -2.31 2.65 2.90 0.30
H -2.55 1.22 4.86 0.47
H -1.95 -0.84 6.14 0.43
H -0.43 -2.50 5.05 0.52
H 0.34 -2.07 2.76 0.58
C 4.23 -1.66 5.99 -1.51
C 3.72 -1.78 4.58 1.11
C 3.35 -0.64 3.87 -0.83
C 2.91 -0.72 2.56 -0.19
C 2.82 -1.97 1.96 0.03
C 3.18 -3.12 2.64 -0.70
C 3.63 -3.02 3.95 -1.04
S 2.15 -2.11 0.33 1.17
O 0.70 -2.33 0.53 -0.51
O 2.81 -3.21 -0.34 -0.92
N 2.21 -0.70 -0.36 0.89
C 3.34 -0.27 -1.06 0.46
C 4.62 -0.75 -0.91 -0.52
C 5.69 -0.22 -1.66 -0.97
C 5.50 0.78 -2.56 -0.87
C 4.19 1.29 -2.76 1.33
C 3.90 2.31 -3.70 -0.82
C 2.62 2.74 -3.85 -1.08
C 1.61 2.17 -3.05 -0.46
N 1.84 1.23 -2.17 0.38
C 3.11 0.77 -2.02 -1.43
H 3.50 -1.15 6.62 0.34
H 5.15 -1.07 6.01 0.33
H 4.44 -2.64 6.43 0.37
H 3.40 0.33 4.36 0.45
H 2.63 0.17 2.01 0.42
H 3.10 -4.08 2.14 0.49
H 3.92 -3.92 4.48 0.33
H 4.81 -1.55 -0.21 0.56
H 6.69 -0.62 -1.51 0.40
H 6.32 1.19 -3.13 0.40
H 4.71 2.73 -4.29 0.41
H 2.37 3.51 -4.56 0.49
H 0.58 2.51 -3.13 0.56
Cl -1.98 -1.50 -2.80 -0.37
C -0.19 -1.00 -2.60 -1.31
H -0.02 -0.43 -3.52 0.44
H 0.35 -1.95 -2.73 0.54
Br -3.54 2.17 -6.98 -0.18
C -4.07 2.06 -5.16 -0.06
C -5.41 2.23 -4.83 -0.21
N -5.84 2.17 -3.58 -0.69
C -4.95 1.91 -2.62 -0.19
C -3.60 1.71 -2.87 0.03
C -3.15 1.80 -4.18 -0.21
C -2.63 1.42 -1.76 0.26
O -3.07 0.97 -0.66 -0.71
O -1.42 1.63 -1.97 -0.01
H -6.15 2.44 -5.60 0.38
H -5.32 1.89 -1.60 0.60
H -2.09 1.66 -4.39 0.40
N -0.93 -3.66 -0.61 0.00
C -2.10 -3.94 0.26 -0.89
P -2.88 -2.34 0.77 0.62
O -3.42 -2.40 2.14 -0.95
O -1.90 -1.31 0.33 0.35
C -4.35 -2.14 -0.34 -0.71
N -4.83 -0.76 -0.03 -0.11
H -0.22 -3.10 -0.09 -0.01
H -1.22 -3.04 -1.40 -0.03
H -0.49 -4.50 -0.97 0.47
H -1.77 -4.45 1.17 0.40
H -2.82 -4.58 -0.26 0.49
H -5.11 -2.87 -0.07 0.47
H -4.11 -2.21 -1.40 0.21
H -4.11 -0.01 -0.45 -0.01
H -4.81 -0.64 0.99 0.38
H -5.77 -0.59 -0.37 0.43
```

## Properties
relative energy (zero: lowest compared OMol25 entry of this formula, charge and spin): 0.0 kcal per mole
HOMO energy: -7.026 eV
net charge: 0

The following is a DFT calculation (wB97M-V/def2-TZVPD) of a structure of composition C33H36Cl5FI2N7OSTl.

Structure (XYZ):
```
87
Properties=species:S:1:pos:R:3:mulliken_charge:R:1
Tl 0.57 -0.33 0.87 1.53
I 6.10 -0.92 6.64 -0.07
C 4.44 -1.12 5.38 -0.24
C 3.17 -0.83 5.86 -0.48
C 2.07 -1.00 5.04 -0.37
I 0.16 -0.54 5.72 0.08
C 2.18 -1.48 3.69 0.08
O 1.17 -1.68 2.95 -0.62
C 3.52 -1.71 3.23 0.37
C 3.68 -2.04 1.78 -0.90
N 3.42 -0.86 0.94 0.38
C 4.51 0.11 1.07 -1.08
C 4.23 1.39 0.32 0.60
C 4.47 1.50 -1.04 -0.47
C 4.10 2.66 -1.70 -0.40
C 3.52 3.69 -0.97 -0.43
C 3.37 3.51 0.39 -0.29
N 3.72 2.40 1.04 -0.38
C 4.61 -1.54 4.06 -0.29
H 3.03 -0.48 6.87 0.33
H 4.69 -2.45 1.59 0.45
H 2.94 -2.80 1.50 0.26
H 3.33 -1.14 -0.03 -0.17
H 4.64 0.36 2.12 0.38
H 5.46 -0.32 0.70 0.37
H 4.89 0.66 -1.58 0.35
H 4.25 2.75 -2.77 0.41
H 3.19 4.60 -1.44 0.37
H 2.93 4.29 1.01 0.41
H 5.60 -1.73 3.68 0.34
N 1.30 -0.07 -3.11 -0.08
C 1.82 -1.21 -3.54 0.53
N 1.15 -1.84 -4.56 -0.53
S 3.27 -1.88 -2.98 -0.46
H 0.36 0.16 -3.40 0.27
H 1.44 0.28 -2.14 -0.58
H 0.15 -1.71 -4.59 0.24
H 1.47 -2.78 -4.73 0.25
C -1.82 1.02 -2.07 -0.49
C -3.99 2.28 -0.62 -1.09
N -4.79 2.12 -1.74 0.10
C -5.24 0.74 -1.87 -0.86
C -4.02 -0.17 -2.13 0.36
N -2.90 0.54 -2.79 0.38
C -3.50 1.46 -3.76 -0.62
C -4.29 2.58 -3.03 -0.78
H -2.05 3.06 -1.94 0.29
H 1.14 0.59 -0.72 -0.15
H -4.44 2.11 0.35 0.63
H -2.17 3.41 0.03 0.51
H -5.94 0.69 -2.72 0.31
H -5.78 0.44 -0.98 0.43
H -4.33 -0.99 -2.80 0.37
H -3.62 -0.61 -1.21 -0.61
H -4.22 0.86 -4.33 0.37
H -2.76 1.85 -4.46 0.37
H -5.15 2.88 -3.65 0.37
H -3.67 3.46 -2.88 0.29
N 0.75 1.36 2.14 -0.59
H 0.53 2.14 1.52 0.14
H -0.71 2.35 -0.74 0.28
H 1.76 1.45 2.28 0.14
F -3.11 -4.68 -3.69 -0.39
C -2.31 -4.09 -2.75 0.60
C -0.94 -4.20 -2.87 -0.96
C -0.14 -3.61 -1.90 -0.23
C -0.69 -2.90 -0.82 -0.18
C 0.19 -2.41 0.28 -1.46
C -2.08 -2.78 -0.77 0.62
C -2.90 -3.39 -1.72 -0.80
H -0.51 -4.76 -3.69 0.45
H 0.93 -3.73 -1.96 0.39
H 1.21 -2.75 0.11 0.21
H -0.12 -2.83 1.24 0.64
H -2.53 -2.21 0.02 -0.03
H -3.98 -3.31 -1.66 0.49
Cl -3.24 -1.42 2.41 -0.25
C -3.04 0.25 2.78 -0.41
C -2.47 1.23 1.91 0.34
C -2.17 1.08 0.56 0.09
Cl -2.10 2.29 -0.69 -0.75
C -2.45 2.43 2.70 -0.18
Cl -1.80 3.96 2.20 -0.29
C -2.98 2.19 3.94 0.14
Cl -3.12 3.30 5.25 -0.29
C -3.35 0.81 3.99 0.18
Cl -4.00 0.02 5.37 -0.23
```

## Properties
relative energy (zero: lowest compared OMol25 entry of this formula, charge and spin): 477.3 kcal per mole
HOMO energy (spin up / spin down): -1.860 / -1.067 eV
net charge: -2

The following is a DFT calculation (wB97M-V/def2-TZVPD) of a structure of composition C33H36F6Ge2N5O7S2SiTi.

Structure (XYZ):
```
93
Properties=species:S:1:pos:R:3:lowdin_spin:R:1
Ti 0.37 -1.89 -0.71 0.94
O 1.24 -4.96 1.87 0.02
C 1.20 -3.98 1.16 0.01
N 0.79 -3.79 -0.11 0.00
C 0.80 -4.78 -1.14 0.10
O 0.55 -5.97 -1.00 0.16
C 1.18 -4.15 -2.39 0.20
C 1.31 -4.90 -3.58 0.03
C 1.81 -4.31 -4.71 0.11
C 2.18 -2.93 -4.66 0.13
C 1.95 -2.24 -3.49 0.03
N 1.46 -2.78 -2.38 0.19
C 1.82 -2.66 1.69 0.01
C 2.33 -2.58 2.97 0.00
C 3.06 -1.46 3.33 0.01
C 3.25 -0.45 2.40 0.01
C 2.65 -0.57 1.15 0.04
N 1.95 -1.65 0.82 0.00
H 1.00 -5.94 -3.55 0.00
H 1.91 -4.88 -5.63 0.01
H 2.59 -2.42 -5.52 0.01
H 2.15 -1.17 -3.44 0.00
H 2.16 -3.42 3.64 0.00
H 3.48 -1.37 4.32 0.00
H 3.82 0.43 2.63 0.00
H 1.80 0.60 -0.37 0.03
F -2.36 -1.95 3.01 0.00
C -2.69 -2.13 1.72 0.00
F -2.03 -3.24 1.33 0.00
F -4.00 -2.43 1.68 0.00
S -2.26 -0.58 0.72 0.00
O -0.78 -1.01 0.78 0.02
O -3.12 0.20 1.63 0.00
N -3.09 -1.06 -0.63 0.00
S -2.79 -2.09 -1.71 0.00
O -3.24 -1.66 -3.01 0.00
O -1.44 -2.66 -1.69 0.02
C -3.88 -3.58 -1.51 0.00
F -5.15 -3.18 -1.40 0.00
F -3.78 -4.34 -2.61 0.00
F -3.58 -4.34 -0.47 0.00
C -2.15 1.29 -2.34 0.00
Si -0.49 0.60 -2.99 0.00
C 0.64 2.07 -3.27 0.00
C -0.79 -0.27 -4.61 0.00
O 0.10 -0.30 -1.78 0.00
H -2.48 2.16 -2.92 0.00
H -1.50 2.71 -0.97 0.00
H -2.95 0.56 -2.35 0.00
H 0.13 2.89 -3.79 0.00
H 1.51 1.78 -3.86 0.00
H 1.00 2.45 -2.31 0.00
H -1.03 0.46 -5.39 0.00
H -1.61 -0.98 -4.52 0.00
H 0.10 -0.83 -4.92 0.00
C -1.16 5.23 -0.31 0.00
Ge -1.56 4.19 1.35 0.00
C -3.54 4.19 1.45 0.00
C -0.94 5.37 2.81 0.00
Ge -0.33 2.04 1.40 0.00
C -0.89 1.48 3.24 0.00
C -1.93 2.02 4.00 0.00
C -2.20 1.59 5.29 0.00
C -1.43 0.59 5.87 0.00
C -0.40 0.03 5.14 0.00
C -0.13 0.47 3.85 0.00
C 2.81 0.48 0.05 0.07
C 3.72 -0.10 -1.00 0.23
C 4.88 0.50 -1.37 0.02
C 5.28 1.74 -0.80 0.33
C 4.43 2.37 0.14 0.02
C 3.27 1.81 0.55 0.22
H -1.89 5.01 -1.09 0.00
H -0.16 4.99 -0.69 0.00
H -1.20 6.31 -0.11 0.00
H -3.97 4.61 0.55 0.00
H -3.88 4.78 2.31 0.00
H -3.91 3.17 1.57 0.00
H -1.42 6.36 2.74 0.00
H 0.14 5.50 2.77 0.00
H -1.19 4.93 3.78 0.00
H -2.58 2.77 3.55 0.00
H -3.03 2.03 5.84 0.00
H -1.65 0.25 6.87 0.00
H 0.20 -0.78 5.57 0.00
H 0.67 0.01 3.29 0.00
H 3.42 -1.05 -1.44 0.01
H 5.50 0.03 -2.11 -0.01
H 6.20 2.20 -1.11 0.02
H 4.72 3.35 0.53 -0.01
H 2.60 2.32 1.23 0.01
N -1.88 1.76 -0.97 0.00
C -1.65 1.11 0.13 0.00
```

## Properties
relative energy (zero: lowest compared OMol25 entry of this formula, charge and spin): 77.5 kcal per mole
spin multiplicity: 4
HOMO energy (spin up / spin down): -0.233 / -2.215 eV
net charge: -2